a) Here is a 2-piece molecular cluster, C4H13NO2S overall from OMol25. Energies are from the ωB97M-V functional and the def2-TZVPD basis.

ORCA input file:
```
! RIJCOSX wB97M-V def2-TZVPD def2/J DEFGRID3
* xyz 0 1
C -0.025 0.401 1.780
O 1.019 1.393 1.930
C -0.396 0.243 0.281
C -0.188 -1.227 -0.145
C 1.255 -1.732 -0.083
S 2.279 -1.725 -1.606
N -1.774 0.670 0.038
H 0.616 -0.439 2.037
H -0.879 0.567 2.423
H 0.860 2.216 1.456
H 0.228 0.743 -0.466
H -0.889 -1.935 0.300
H -0.602 -1.305 -1.165
H 1.248 -2.784 0.222
H 1.772 -1.290 0.763
H 3.005 -0.597 -1.453
H -1.927 0.901 -0.939
H -2.521 0.004 0.221
H -3.654 3.640 -1.099
H -3.027 2.662 -0.159
O -3.879 2.987 -0.442
*
```

Output
* LUMO energy: 0.0243 Eh
* SMILES: N[C@@H](CO)CCS.O
* HOMO: -9.20 eV


b) Here is C4H13NO2S as an isolated structure from OMol25. Energies are from the ωB97M-V functional and the def2-TZVPD basis.

ORCA input file:
```
! RIJCOSX wB97M-V def2-TZVPD def2/J DEFGRID3
* xyz 0 1
C -1.348 -0.534 1.244
N -0.749 0.634 0.606
C -0.074 0.468 -0.721
C -0.879 -0.551 -1.543
S -0.414 -0.535 -3.326
C 1.332 0.010 -0.308
O 2.250 0.035 -1.521
H -1.585 -0.209 2.258
H -0.660 -1.367 1.361
H -2.282 -0.864 0.782
H -1.445 1.364 0.542
H -0.147 1.462 -1.157
H -0.569 -1.526 -1.156
H -1.948 -0.464 -1.387
H 0.826 -0.093 -3.091
H 1.156 -0.878 0.323
H 1.774 0.740 0.364
H 1.666 -0.782 -1.367
H 1.775 1.021 2.987
H 0.503 1.166 2.113
O 0.821 0.903 2.996
*
```

Output
* LUMO energy: 0.0237 Eh
* HOMO: -9.09 eV


Ranked by calculated energy, most stable first: a), b).


a) Here is an isolated ion of composition C3H5N2O and charge +1 from OMol25. Energies are from the ωB97M-V functional and the def2-TZVPD basis.

ORCA input file:
```
! RIJCOSX wB97M-V def2-TZVPD def2/J DEFGRID3
* xyz 1 1
C 0.392 -0.716 1.709
C -0.338 1.016 -0.154
C 0.240 0.440 1.192
N 0.033 -0.887 -1.617
N -0.312 0.278 -1.341
O 0.794 -1.608 -1.056
H -1.344 1.264 0.128
H 0.085 2.026 -0.413
H 0.237 1.180 1.986
H -0.368 -1.253 -2.513
H 0.581 -1.741 2.081
*
```

Output
* LUMO energy: -0.2721 Eh
* HOMO: -14.68 eV


b) Here is an isolated ion of composition C3H5N2O and charge +1 from OMol25. Energies are from the ωB97M-V functional and the def2-TZVPD basis.

ORCA input file:
```
! RIJCOSX wB97M-V def2-TZVPD def2/J DEFGRID3
* xyz 1 1
C -0.277 -1.064 -0.120
C -0.511 1.166 0.057
C 1.054 -1.081 0.060
N 0.661 1.320 -0.303
N -1.200 -0.074 -0.059
O -2.394 -0.264 0.006
H -0.744 -1.877 -0.530
H -1.001 2.031 0.509
H 1.713 -0.468 0.736
H 1.611 -1.862 -0.407
H 1.087 2.173 0.050
*
```

Output
* LUMO energy (spin up / spin down): -0.2840 / -0.2836 Eh
* SMILES: [H]/N=C/[N+](=O)C=C
* HOMO (spin up / spin down): -15.73 / -15.72 eV


c) Here is an isolated ion of composition C3H5N2O and charge +1 from OMol25. Energies are from the ωB97M-V functional and the def2-TZVPD basis.

ORCA input file:
```
! RIJCOSX wB97M-V def2-TZVPD def2/J DEFGRID3
* xyz 1 1
C -0.349 1.135 -0.014
C 1.827 0.155 -0.109
C -1.001 -0.171 -0.041
N -0.377 -1.275 -0.090
N 1.034 1.022 -0.168
O 2.740 -0.520 0.033
H -0.947 1.931 -0.582
H 0.609 -1.302 -0.288
H -0.447 1.498 1.040
H -2.131 -0.363 0.095
H -0.956 -2.109 0.123
*
```

Output
* LUMO energy: -0.2020 Eh
* SMILES: [NH2+]=CCN=C=O
* HOMO: -15.45 eV


Ranked by calculated energy, most stable first: c), b), a).


a) Here is the molecule C4H3FN2S from OMol25. Energies are from the ωB97M-V functional and the def2-TZVPD basis.

ORCA input file:
```
! RIJCOSX wB97M-V def2-TZVPD def2/J DEFGRID3
* xyz 0 1
C 0.702 -0.084 -0.056
C -0.401 -0.814 -0.267
C -1.523 0.033 -0.082
C -0.867 1.399 -0.077
H 2.083 -1.469 -0.160
H 2.694 0.171 0.162
H -1.528 2.303 0.306
N 1.957 -0.529 0.293
N 0.461 1.382 -0.137
F -0.476 -2.080 -0.073
S -3.103 -0.311 0.093
*
```

Output
* LUMO energy: -0.0616 Eh
* SMILES: NC1=C(F)C(=S)C=N1
* HOMO: -8.59 eV


b) Here is the molecule C4H3FN2S from OMol25. Energies are from the ωB97M-V functional and the def2-TZVPD basis.

ORCA input file:
```
! RIJCOSX wB97M-V def2-TZVPD def2/J DEFGRID3
* xyz 0 1
C 0.668 0.099 0.002
C -0.417 0.926 -0.013
C -1.581 0.070 0.033
C -0.937 -1.376 -0.021
H 2.314 1.331 0.190
H 2.563 -0.400 0.046
H -1.463 -2.347 -0.130
N 1.972 0.402 -0.006
N 0.358 -1.306 -0.041
F -0.332 2.244 -0.060
S -3.146 0.358 0.001
*
```

Output
* LUMO energy: -0.0481 Eh
* SMILES: NC1=C(F)C(=S)C=N1
* HOMO: -8.33 eV


Ranked by calculated energy, most stable first: b), a).